A 3-piece molecular cluster, C25H43FIN2O2 overall, computed with the ωB97M-V functional and the def2-TZVPD basis.

Computed properties:
E_tot = -44510.263 eV
Kohn-Sham gap = 8.9 eV
Max |F| = 0.4 eV/A
Spin multiplicity = 1
LUMO level = -2.5 eV
Net charge = +1

Geometry (Å):
I  -3.0527  -0.6192  -0.1248
H  -1.5801  2.2414  3.1566
C  -1.8972  2.4743  -0.6065
H  3.3401  -6.0881  3.8807
C  -0.6452  -0.4083  1.6864
H  -2.9035  2.5955  -0.2002
H  -1.4796  3.4722  -0.7277
H  4.3279  1.2678  -2.4845
H  -4.5707  4.9147  -3.4476
C  0.8534  -6.2051  1.7358
H  -0.2050  4.9225  -5.8831
H  -1.7405  5.6831  -6.3061
H  -2.2950  0.8826  1.8666
H  -4.4561  6.6396  -3.8292
N  -0.4241  -0.4472  3.0652
H  -1.4015  2.9047  -5.0466
H  0.5897  3.3591  3.4719
C  1.2614  0.0172  -1.8816
H  -2.9509  3.6260  -5.4483
C  -2.5541  5.6550  -3.6657
H  0.7981  2.0045  -3.5247
H  -4.1892  5.4410  -5.0888
H  4.9046  -0.4265  -0.7877
H  2.3342  2.7999  -3.2587
H  -2.4384  5.8937  -2.6080
C  1.8756  1.8415  -3.5038
H  3.1739  -1.8347  0.2009
H  0.2280  0.1322  -2.1960
H  -0.6267  2.3569  1.1013
C  -0.3233  -5.6404  2.5092
H  -0.4405  -1.6261  -0.8674
H  -0.4235  -6.0686  3.5066
C  -1.2378  4.7249  -6.1726
C  -1.0038  1.6719  0.3340
H  -0.1210  1.3117  -0.1974
H  1.2851  -8.3288  3.4552
C  0.4676  -1.7440  -0.2819
H  2.9904  -8.3895  3.0023
H  -1.2373  4.2171  -7.1372
C  0.1939  -1.3318  1.1251
H  2.2118  1.5355  -4.4928
C  0.5003  -1.3672  3.3307
H  1.5807  -2.6184  2.0758
H  0.7359  -7.2815  1.5794
F  -0.3893  0.0201  5.2781
H  -1.2588  -5.8236  1.9802
H  -1.1981  2.3099  4.8546
C  -1.6537  0.5017  1.0744
H  -1.9868  2.0074  -1.5849
C  1.5753  -0.9252  -0.9112
C  3.8781  -0.2918  -1.0991
H  -0.2132  -4.5586  2.6280
C  2.3387  -6.4289  3.6188
O  2.1085  -5.9010  2.3189
C  0.5545  2.2810  3.6253
H  2.5219  -8.2710  4.7044
C  2.2348  0.8183  -2.4611
H  -2.0188  6.4297  -4.2252
C  -0.8860  1.8669  3.9066
C  -4.0274  5.6582  -4.0327
O  -1.9169  4.3972  -3.8234
C  2.8914  -1.0827  -0.5300
H  0.7566  -2.7978  -0.2711
H  -2.0850  0.0561  4.2417
N  0.8803  -1.8964  2.1780
H  1.6486  -5.9812  4.3441
C  2.2765  -7.9429  3.6946
C  -1.9269  3.8569  -5.1347
H  0.9641  1.8207  2.7250
H  1.1941  2.0588  4.4771
C  -1.0511  0.3787  4.1178
H  0.8932  -5.7482  0.7457
H  0.8919  -1.6270  4.2969
C  3.5486  0.6537  -2.0520